Entry 1:
2 unconnected molecules or ions with the total composition C8H14N3S in a non-equilibrium geometry. Source: OMol25; level of theory: the ωB97M-V functional and the def2-TZVPD basis.

Last columns: bonded neighbours and bond lengths (Å).
Element x y z (Å)
1 S -0.5765 1.1694 -2.6142  C6 1.760, C7 1.762
2 N 0.4905 1.9151 0.6533  N3 1.525, C11 1.388, C12 1.523, H15 0.992
3 N 0.8829 1.9742 2.1256  N2 1.525, C10 1.479, H21 0.983
4 N 0.3547 -1.1101 -2.0246  C5 1.506, C7 1.364, C9 1.396
5 C 1.3478 -2.1660 -1.6180  N4 1.506, H13 1.134, H16 1.123, H23 1.144
6 C -1.6594 -0.2164 -2.6871  S1 1.760, C9 1.351, H19 1.089
7 C 0.6932 0.2023 -1.8682  S1 1.762, N4 1.364, H17 1.105
8 C 0.9681 -0.2064 1.1884  C10 1.484, C11 1.360, H24 1.015
9 C -0.9810 -1.3386 -2.3609  N4 1.396, C6 1.351, H25 1.095
10 C 1.1702 0.5582 2.4436  N3 1.479, C8 1.484, H18 1.087, H22 1.161
11 C 0.6351 0.6239 0.1645  N2 1.388, C8 1.360
12 C -0.9259 2.4502 0.4887  N2 1.523, H14 1.044, H20 1.060, H26 1.058
13 H 1.2008 -2.4240 -0.5235  C5 1.134
14 H -1.2720 2.4726 -0.4962  C12 1.044
15 H 1.0421 2.5973 0.1899  N2 0.992
16 H 2.3459 -1.6688 -1.7510  C5 1.123
17 H 1.7835 0.3667 -1.9421  C7 1.105
18 H 2.2168 0.5229 2.7368  C10 1.087
19 H -2.7476 -0.1815 -2.7067  C6 1.089
20 H -1.5441 1.7988 1.0526  C12 1.060
21 H 0.1239 2.3188 2.6463  N3 0.983
22 H 0.3415 0.2354 3.1895  C10 1.161
23 H 1.2030 -3.1746 -2.1379  C5 1.144
24 H 1.0810 -1.2137 1.1284  C8 1.015
25 H -1.3217 -2.3787 -2.3228  C9 1.095
26 H -1.1627 3.4189 0.8425  C12 1.058

Computed properties:
Energy relative to the best compared isomer or geometry (same formula, charge and spin): 393.0 kJ/mol
LUMO energy: -0.09592 Ha
Frontier orbital gap: 8.64 eV
E_HOMO: -11.3 eV
E: -23817.3716 eV
Charge: +1

***

Entry 2:
2 unconnected molecules or ions with the total composition C8H14N4 in a non-equilibrium geometry. Source: OMol25; level of theory: the ωB97M-V functional and the def2-TZVPD basis.

Last columns: bonded neighbours and bond lengths (Å).
Element x y z (Å)
1 N 2.3411 0.2255 0.4920  N2 1.261, C8 1.402
2 N 1.5604 -0.7648 0.5197  N1 1.261, C11 1.375
3 N 3.8845 -0.7660 -0.9691  H23 1.011
4 N -0.3700 1.3539 -0.1582  C5 1.503, C9 1.276
5 C -0.7120 0.0853 0.5712  N4 1.503, C6 1.554, C7 1.506, C11 1.516
6 C -2.1706 -0.1876 0.1084  C5 1.554, C12 1.568, H14 1.021, H16 1.077
7 C -0.6431 0.2358 2.0681  C5 1.506, H13 1.109, H17 1.096, H20 1.092
8 C 2.0872 1.4735 -0.0945  N1 1.402, C9 1.473, H22 1.111, H25 1.104
9 C 0.7302 1.9409 -0.4279  N4 1.276, C8 1.473, H15 1.062
10 C 0.0070 -2.1921 -0.4061  C11 1.357, H19 1.069, H26 1.093
11 C 0.2755 -0.9486 0.0673  N2 1.375, C5 1.516, C10 1.357
12 C -2.5428 -0.1711 -1.4145  C6 1.568, H18 1.060, H21 1.070, H24 1.165
13 H 0.2998 0.2562 2.6518  C7 1.109
14 H -2.6818 0.5436 0.6055  C6 1.021
15 H 0.6418 2.7440 -1.1176  C9 1.062
16 H -2.3568 -1.1717 0.5045  C6 1.077
17 H -1.2815 1.0816 2.3470  C7 1.096
18 H -2.9709 0.7608 -1.6808  C12 1.060
19 H -0.9388 -2.5058 -0.7940  C10 1.069
20 H -1.1411 -0.6165 2.5350  C7 1.092
21 H -1.6328 -0.3033 -1.9616  C12 1.070
22 H 2.7091 1.3855 -1.0115  C8 1.111
23 H 4.8700 -0.9332 -0.8181  N3 1.011
24 H -3.4442 -0.8865 -1.5981  C12 1.165
25 H 2.6202 2.2237 0.5157  C8 1.104
26 H 0.8599 -2.8630 -0.5343  C10 1.093

Computed properties:
Energy relative to the best compared isomer or geometry (same formula, charge and spin): 980.4 kJ/mol
LUMO energy (alpha / beta): -0.03367 / -0.02643 Ha
Frontier orbital gap (alpha / beta): 7.51 / 7.61 eV
E_HOMO (alpha / beta): -8.4 / -8.3 eV
E: -14474.8170 eV
Charge: 0

***

Entry 3:
2 unconnected molecules or ions with the total composition C8H14NO in a non-equilibrium geometry. Source: OMol25; level of theory: the ωB97M-V functional and the def2-TZVPD basis.

Last columns: bonded neighbours and bond lengths (Å).
Element x y z (Å)
1 O 1.0403 2.1068 0.7544  N2 1.186
2 N 1.7246 1.1461 0.8756  O1 1.186, C6 1.438
3 C -3.1835 0.5488 -0.9034  C9 1.543, H16 1.133, H17 1.201, H19 1.109
4 C 3.5420 1.1001 -0.6081  C10 1.371, H13 1.159, H18 1.113
5 C -1.1202 -0.0500 0.6227  C8 1.504, C9 1.535, H14 1.132, H23 1.103
6 C 1.2073 0.0173 1.6011  N2 1.438, C8 1.599, H11 1.218, H20 1.079
7 C 4.2453 -1.3830 -0.5994  C10 1.214, H24 1.071
8 C 0.2171 -0.7388 0.5986  C5 1.504, C6 1.599, H12 1.168, H22 1.192
9 C -1.9816 -0.3725 -0.6067  C3 1.543, C5 1.535, H15 1.047, H21 1.135
10 C 3.8716 -0.2292 -0.6619  C4 1.371, C7 1.214
11 H 0.5260 0.4898 2.4931  C6 1.218
12 H 0.7865 -0.9080 -0.4074  C8 1.168
13 H 4.0414 2.0287 -0.1267  C4 1.159
14 H -0.8322 1.0174 0.3776  C5 1.132
15 H -1.2610 -0.2461 -1.3554  C9 1.047
16 H -3.1938 1.6153 -0.5203  C3 1.133
17 H -4.1559 -0.0805 -0.5841  C3 1.201
18 H 2.8977 1.3248 -1.4870  C4 1.113
19 H -3.3055 0.5932 -2.0050  C3 1.109
20 H 1.9902 -0.5664 2.0610  C6 1.079
21 H -2.5851 -1.3320 -0.5516  C9 1.135
22 H 0.1314 -1.7867 1.1597  C8 1.192
23 H -1.6464 -0.2766 1.5658  C5 1.103
24 H 4.6249 -2.3802 -0.6900  C7 1.071

Computed properties:
Energy relative to the best compared isomer or geometry (same formula, charge and spin): 821.3 kJ/mol
LUMO energy (alpha / beta): -0.23944 / -0.23952 Ha
Frontier orbital gap (alpha / beta): 7.26 / 7.26 eV
E_HOMO (alpha / beta): -13.8 / -13.8 eV
E: -12045.7738 eV
Charge: +1

***

Entry 4:
A gas-phase ion, C8H14NO (charge +1) in a non-equilibrium geometry. Source: OMol25; level of theory: the ωB97M-V functional and the def2-TZVPD basis.

Last columns: bonded neighbours and bond lengths (Å).
Element x y z (Å)
1 O 0.9288 2.8108 0.3383  C8 1.492, C9 1.276
2 N 0.2053 -0.2057 -1.2714  C3 1.493, C4 1.497, H15 1.006
3 C -0.8841 -0.4973 -2.2495  N2 1.493, H12 1.048, H16 1.014, H20 1.180
4 C -0.0430 -0.7899 0.0848  N2 1.497, C6 1.550, C10 1.499, H17 1.092
5 C 2.1063 0.4297 0.9305  C8 1.521, C10 1.570, H11 1.178, H23 1.164
6 C -1.2673 -0.0998 0.7395  C4 1.550, C7 1.523, H13 1.084, H14 1.133
7 C -1.3391 1.4130 0.5787  C6 1.523, C9 1.457, H19 1.152, H21 1.050
8 C 1.2665 1.6626 1.2285  O1 1.492, C5 1.521, C9 1.460, H22 1.111
9 C -0.0345 2.0522 0.6931  O1 1.276, C7 1.457, C8 1.460
10 C 1.2088 -0.8586 0.9066  C4 1.499, C5 1.570, H18 1.076, H24 1.162
11 H 2.9586 0.3952 1.7433  C5 1.178
12 H -0.4050 -0.6415 -3.1699  C3 1.048
13 H -2.2248 -0.3187 0.2808  C6 1.084
14 H -1.5263 -0.3087 1.8228  C6 1.133
15 H 1.1467 -0.4143 -1.5587  N2 1.006
16 H -1.4406 -1.3051 -1.9917  C3 1.014
17 H -0.4131 -1.7546 -0.2702  C4 1.092
18 H 1.7142 -1.6847 0.4369  C10 1.076
19 H -1.6472 1.8794 -0.4291  C7 1.152
20 H -1.6400 0.3788 -2.4783  C3 1.180
21 H -1.9289 1.9320 1.2751  C7 1.050
22 H 1.6443 2.0276 2.2075  C8 1.111
23 H 2.6003 0.4428 -0.1230  C5 1.164
24 H 0.8426 -0.9597 2.0046  C10 1.162

Computed properties:
Energy relative to the best compared isomer or geometry (same formula, charge and spin): 470.7 kJ/mol
LUMO energy: -0.18670 Ha
Frontier orbital gap: 7.75 eV
E_HOMO: -12.8 eV
E: -12049.4080 eV
Charge: +1

***

Entry 5:
2 unconnected molecules or ions with the total composition C8H14O in a non-equilibrium geometry. Source: OMol25; level of theory: the ωB97M-V functional and the def2-TZVPD basis.

Last columns: bonded neighbours and bond lengths (Å).
Element x y z (Å)
1 O 0.7121 4.1409 1.2828  H11 0.960, H12 0.959
2 C -0.4844 0.4212 -0.7521  C6 1.336, C8 1.474, H13 1.080
3 C -0.6134 -2.8340 -0.9301  C5 1.320, H14 1.085, H17 1.081
4 C 1.1896 -0.5182 0.8845  C6 1.493, H10 1.082, H15 1.085, H22 1.092
5 C -0.7584 -1.8669 -0.0435  C3 1.320, C6 1.492, C9 1.525
6 C -0.0014 -0.5817 -0.0136  C2 1.336, C4 1.493, C5 1.492
7 C 1.4590 1.8046 -1.3816  C8 1.338, H16 1.081, H20 1.078
8 C 0.1504 1.6985 -1.1256  C2 1.474, C7 1.338, H19 1.082
9 C -1.8075 -2.0165 1.0531  C5 1.525, H18 1.087, H21 1.094, H23 1.091
10 H 1.5932 0.4796 0.9907  C4 1.082
11 H -0.2008 3.8601 1.3774  O1 0.960
12 H 1.1306 3.6685 0.5612  O1 0.959
13 H -1.4310 0.2715 -1.2504  C2 1.080
14 H 0.1776 -2.8686 -1.6726  C3 1.085
15 H 0.9397 -0.9703 1.8392  C4 1.085
16 H 1.9077 2.7145 -1.7557  C7 1.081
17 H -1.3275 -3.6386 -1.0304  C3 1.081
18 H -1.6666 -2.9231 1.6365  C9 1.087
19 H -0.5083 2.4953 -1.4444  C8 1.082
20 H 2.1048 0.9677 -1.1725  C7 1.078
21 H -1.7545 -1.1669 1.7396  C9 1.094
22 H 2.0270 -1.1113 0.5125  C4 1.092
23 H -2.8377 -2.0265 0.6951  C9 1.091

Computed properties:
Energy relative to the best compared isomer or geometry (same formula, charge and spin): 142.6 kJ/mol
LUMO energy: 0.02811 Ha
Frontier orbital gap: 9.62 eV
E_HOMO: -8.9 eV
E: -10568.5664 eV
Charge: 0

***

Entry 6:
A gas-phase ion, C8H14O2P (charge -1) in a non-equilibrium geometry. Source: OMol25; level of theory: the ωB97M-V functional and the def2-TZVPD basis.

Last columns: bonded neighbours and bond lengths (Å).
Element x y z (Å)
1 P 2.1127 0.4925 0.7812  O2 1.500, C4 1.860, C6 1.935
2 O 2.2861 0.5649 2.2693  P1 1.500
3 O 1.3124 -0.2941 -2.6226  C9 1.409, H25 0.968
4 C 0.4760 1.2829 0.3873  P1 1.860, C8 1.328, C10 1.489
5 C 0.0333 -0.8867 -0.5526  C6 1.533, C8 1.507, C9 1.542, H13 1.105
6 C 1.2456 -1.1799 0.3385  P1 1.935, C5 1.533, C11 1.514, H15 1.098
7 C -1.7854 0.9617 -0.6655  C8 1.506, H14 1.090, H18 1.091, H24 1.092
8 C -0.4056 0.5229 -0.2523  C4 1.328, C5 1.507, C7 1.506
9 C 0.3155 -1.1105 -2.0521  O3 1.409, C5 1.542, H19 1.106, H21 1.101
10 C 0.3228 2.7148 0.7672  C4 1.489, H12 1.091, H17 1.091, H20 1.091
11 C 0.8267 -1.8240 1.6434  C6 1.514, H16 1.088, H22 1.095, H23 1.089
12 H -0.6993 2.9660 1.0560  C10 1.091
13 H -0.7859 -1.5872 -0.3100  C5 1.105
14 H -2.3854 0.1112 -0.9884  C7 1.090
15 H 1.9530 -1.8398 -0.1814  C6 1.098
16 H 1.7109 -2.0816 2.2232  C11 1.088
17 H 0.6151 3.3557 -0.0663  C10 1.091
18 H -1.7366 1.6810 -1.4842  C7 1.091
19 H 0.5986 -2.1696 -2.1971  C9 1.106
20 H 0.9980 2.9119 1.6010  C10 1.091
21 H -0.6073 -0.9366 -2.6262  C9 1.101
22 H 0.2192 -2.7219 1.4864  C11 1.095
23 H 0.2536 -1.1019 2.2222  C11 1.089
24 H -2.2944 1.4435 0.1716  C7 1.092
25 H 1.8184 0.0652 -1.8800  O3 0.968

Computed properties:
Energy relative to the best compared isomer or geometry (same formula, charge and spin): 59.8 kJ/mol
LUMO energy: 0.13179 Ha
Frontier orbital gap: 6.18 eV
E_HOMO: -2.6 eV
E: -21907.9722 eV
Charge: -1

***

Question: Among the records above, which one has the lowest E?
Answer: C8H14N3S